Entry 1:
A structure of composition C33H46NP3Ti at a distorted geometry. Source: OMol25; level of theory: wB97M-V/def2-TZVPD.

The geometry in XYZ format:
```
84
Properties=species:S:1:pos:R:3:forces:R:3
P -1.16869 0.29607 -2.68028 0.342 -1.647 0.431
P -1.84036 -3.32613 -2.58179 0.677 -3.817 0.062
C -1.74085 -0.85382 -4.03265 0.146 0.531 -0.990
C -2.54889 -2.10953 -3.67924 -0.517 0.543 -0.062
H -0.83454 -1.13650 -4.59578 -0.275 -0.015 0.153
H -2.36051 -0.23368 -4.69696 0.239 -0.495 -0.163
H -3.54889 -1.89156 -3.27231 0.284 0.212 -0.116
H -2.73045 -2.67574 -4.60363 0.000 0.165 0.124
C -1.51486 -4.85615 -3.52172 -0.367 0.142 -0.502
H -0.93341 -5.55700 -2.90984 -0.034 0.304 -0.015
H -0.99390 -4.67604 -4.46908 -0.064 -0.052 0.198
H -2.48350 -5.33566 -3.71336 0.271 0.078 -0.249
C -3.03577 -4.05954 -1.40322 -0.176 -0.151 0.109
H -3.10582 -5.13005 -1.65479 0.039 0.443 0.142
H -4.03817 -3.62702 -1.54943 0.358 0.012 0.179
H -2.71186 -3.97013 -0.35631 -0.154 0.064 -0.355
C 0.22809 1.21049 -3.64850 -0.496 0.671 -0.202
H 0.59948 2.20193 -3.20163 0.210 -1.179 -1.121
H -0.12024 1.39491 -4.67481 0.435 0.057 0.229
H 1.09494 0.53479 -3.61827 -0.303 0.274 -0.008
C -2.75446 1.38671 -2.81598 0.260 0.574 -1.028
H -3.56947 0.89485 -2.26652 0.338 0.192 -0.073
H -3.00872 1.48835 -3.88230 -0.239 0.154 0.471
H -2.64687 2.43395 -2.40339 -0.752 -0.857 -0.235
Ti -0.72184 2.40465 -1.75795 0.666 -0.670 3.092
C -1.33562 -2.69009 1.48029 0.252 -0.198 1.105
C -0.62126 -3.80364 1.28739 -0.660 -0.041 0.474
C 0.29758 -4.28639 0.22429 1.187 -0.250 -0.557
C 0.78188 -3.48798 -1.00179 0.148 -0.945 -0.096
C -0.20614 -2.84936 -2.03395 0.554 0.981 0.315
C -0.51498 -1.49124 -1.52224 -0.499 4.409 -0.862
C -1.69234 -1.29959 -0.56749 -0.162 0.508 0.161
C -1.18699 -1.34452 0.86050 -0.474 0.394 -0.065
C -2.08360 3.77547 -0.77010 0.402 -0.443 -0.511
H -2.06041 -2.67445 2.30472 0.505 -0.347 -0.074
H -0.70537 -4.57334 2.06240 -0.476 0.086 -0.330
H -0.06006 -5.26297 -0.15049 -0.146 0.264 0.307
H 1.25006 -4.54508 0.73274 -0.410 -0.067 -0.157
H 1.46753 -2.69806 -0.65381 -0.461 0.042 -0.299
H 1.44437 -4.18346 -1.54837 -0.343 0.169 0.139
H 0.35789 -2.79512 -2.98820 -0.288 0.016 0.244
H 0.39476 -0.93992 -1.22717 -0.467 -0.406 0.481
H -2.52007 -2.01649 -0.71552 0.509 0.344 0.145
H -2.21948 -0.32576 -0.72924 0.520 -0.460 0.265
H -0.13276 -1.03444 0.84587 -0.625 -0.070 -0.018
H -1.75442 -0.60201 1.44577 0.343 -0.342 0.037
H -1.84256 3.90033 0.29780 -0.038 0.206 -0.580
H -3.16544 3.60057 -0.88536 0.351 0.310 0.087
H -1.77601 4.67895 -1.35512 -0.374 -0.209 0.475
N 0.42903 2.03496 -0.44059 -0.010 0.757 0.630
P 1.19429 2.03989 1.01268 0.078 -0.067 -0.138
C 0.17454 1.87782 2.51621 -0.719 0.071 0.131
C -1.21896 2.00108 2.46205 0.101 -0.111 0.166
C -1.98618 1.83418 3.62236 0.235 -0.025 0.114
C -1.37000 1.54409 4.84588 -0.208 0.015 -0.302
C 0.02008 1.46139 4.91434 0.079 0.080 -0.218
C 0.78774 1.65568 3.76695 -0.156 -0.123 -0.050
C 2.37340 0.69855 1.25354 0.427 -0.649 -0.133
C 3.73728 0.86657 0.96442 -0.018 -0.068 0.173
C 4.67571 -0.03946 1.46536 -0.086 -0.168 0.008
C 4.26136 -1.16832 2.18465 -0.179 0.133 -0.153
C 2.89429 -1.40871 2.36050 0.241 0.064 -0.067
C 1.96785 -0.47458 1.90865 0.002 0.098 0.384
C 2.15612 3.52853 1.36195 0.154 0.582 -0.281
C 1.90058 4.73206 0.68598 0.310 -0.253 0.294
C 2.60975 5.88608 1.04369 -0.071 -0.136 0.024
C 3.53719 5.85440 2.08980 -0.136 -0.073 0.012
C 3.75871 4.66919 2.79468 -0.194 -0.277 -0.291
C 3.09221 3.50419 2.41080 0.063 0.176 0.080
H -1.69618 2.23375 1.50791 0.067 -0.198 0.303
H -3.06888 1.92506 3.57384 0.199 0.006 -0.014
H -1.97345 1.38296 5.74494 0.221 0.103 -0.388
H 0.51450 1.23388 5.86124 -0.157 0.155 -0.312
H 1.87002 1.61073 3.86423 -0.317 -0.130 -0.077
H 4.07294 1.75298 0.42360 -0.037 -0.233 0.202
H 5.74131 0.15245 1.33108 -0.328 -0.068 -0.052
H 4.99573 -1.84709 2.62605 -0.225 0.240 -0.241
H 2.54273 -2.28606 2.90770 0.169 0.267 -0.151
H 0.92583 -0.61548 2.19645 0.443 0.114 -0.044
H 1.15771 4.72530 -0.11487 0.242 0.212 0.215
H 2.43231 6.82161 0.51532 0.027 -0.244 0.091
H 4.09034 6.75501 2.36822 -0.266 -0.276 -0.140
H 4.45359 4.62633 3.63410 -0.137 0.098 -0.307
H 3.31958 2.57141 2.93312 -0.053 0.448 -0.223
```
Positions in Å, forces in eV/Å.

Properties
E_HOMO (alpha / beta) (eV): -12.37 / -12.38
Energy relative to the best compared isomer or geometry (same formula, charge and spin) (kcal per mole): 20.56
F_max (eV Å⁻¹): 4.52
DFT total energy (eV): -87420.13236
Net charge: +2
Multiplicity: 1
LUMO energy (alpha / beta) (Eh): -0.2129 / -0.2129

---

Entry 2:
A structure of composition C33H46OP2SiSn at a distorted geometry. Source: OMol25; level of theory: wB97M-V/def2-TZVPD.

The geometry in XYZ format:
```
84
Properties=species:S:1:pos:R:3:forces:R:3
P 0.85699 -1.91363 -5.18138 0.032 -0.854 -1.701
P 0.14685 2.17161 -4.46409 -1.438 -0.132 -3.263
C 0.31612 -0.31727 -6.01472 0.342 0.160 -0.092
C 1.07889 0.86596 -5.36740 0.231 -0.550 0.585
H -0.78034 -0.19907 -5.93616 0.327 -0.042 -0.117
H 0.54002 -0.40559 -7.09316 -0.105 0.275 0.426
H 1.86486 0.52189 -4.66352 -0.324 -0.023 -0.352
H 1.58757 1.42346 -6.16550 -0.050 0.281 0.376
C -0.44296 3.12797 -5.89521 -0.216 0.282 0.243
H -0.95578 4.02799 -5.54056 -0.013 -0.042 -0.201
H -1.12473 2.53426 -6.51755 0.193 0.135 0.140
H 0.41284 3.42918 -6.51602 -0.201 -0.069 0.259
C 1.29855 3.23452 -3.62242 0.059 0.332 1.233
H 1.50162 4.11383 -4.24304 -0.278 -0.163 -0.102
H 2.25099 2.72263 -3.41627 -0.499 -0.014 0.030
H 0.86037 3.57560 -2.67253 0.334 0.010 -0.140
C -0.28758 -3.00981 -6.16881 0.018 -0.320 0.377
H -0.48350 -3.90055 -5.55782 -0.155 0.109 -0.330
H 0.20308 -3.32887 -7.10288 -0.367 0.160 0.356
H -1.24273 -2.51919 -6.41117 0.235 -0.205 0.145
C 2.36555 -2.28529 -6.18320 0.019 0.151 0.173
H 3.01700 -1.40036 -6.21455 0.072 -0.394 0.009
H 2.10555 -2.61310 -7.20248 0.233 0.277 0.379
H 2.87092 -3.10718 -5.65546 0.078 0.304 -0.287
Sn 2.12684 1.07940 -0.65160 -1.301 -1.006 2.842
C -1.63192 1.59800 -3.63623 3.965 -0.045 2.259
C -2.49105 0.93668 -4.54163 -1.085 -0.703 -0.124
C -3.20762 -0.31314 -4.32861 -1.286 -0.221 1.304
C -3.53991 -0.85233 -2.85801 0.602 0.658 -0.084
C -2.56496 -1.93036 -2.44262 -0.813 -0.711 0.302
C -1.28362 -1.89550 -2.78409 1.451 0.128 1.151
C -0.52175 -0.59175 -2.94946 -0.216 0.383 -1.110
C -1.07665 0.74514 -2.42575 -0.839 -0.144 0.334
C 1.97881 -0.94702 0.26579 0.303 0.169 -1.164
H -2.00755 2.59054 -3.34263 -0.179 0.080 -0.259
H -2.77984 1.46424 -5.44026 0.175 0.111 -0.383
H -2.66673 -1.10733 -4.88652 -0.035 -0.037 -0.085
H -4.18144 -0.22176 -4.84964 0.487 0.013 -0.216
H -3.55731 0.00493 -2.16019 -0.337 -0.377 -0.207
H -4.55622 -1.29318 -2.83158 0.501 0.439 -0.434
H -2.99029 -2.77572 -1.86045 0.275 0.305 -1.016
H -0.60559 -2.76894 -2.82676 -0.714 0.410 0.692
H -0.53349 -0.45661 -4.03216 0.508 0.145 0.203
H 0.54114 -0.70170 -2.64763 -0.753 -0.284 -0.177
H -1.86541 0.54950 -1.69966 0.207 0.356 0.126
H -0.28433 1.29031 -1.87092 -0.627 0.043 -0.419
H 2.48889 -0.92424 1.23266 0.044 0.028 -0.114
H 2.43563 -1.67542 -0.41665 0.012 -0.122 0.415
H 0.92963 -1.22993 0.44273 0.240 0.337 -0.110
O 0.88683 1.55274 0.95871 0.353 0.354 -1.359
Si 0.38381 1.62991 2.51771 -0.171 0.052 1.687
C 1.57188 0.67017 3.63411 0.116 0.086 -0.407
C 1.21173 -0.52176 4.27871 0.402 -0.259 0.189
C 2.16882 -1.27979 4.97360 -0.153 0.187 -0.183
C 3.50063 -0.86055 5.01596 -0.365 0.151 -0.060
C 3.85236 0.35632 4.42550 -0.044 0.109 -0.153
C 2.89756 1.11607 3.73721 0.179 -0.564 0.273
C 0.25616 3.41441 3.12655 0.096 0.017 -0.629
C -0.76963 3.84849 3.97728 0.044 0.396 0.181
C -0.79575 5.16231 4.46983 0.164 -0.256 -0.201
C 0.18959 6.07287 4.07994 -0.016 -0.296 -0.069
C 1.17902 5.66819 3.17861 0.008 -0.211 -0.078
C 1.21134 4.34957 2.70279 -0.205 0.485 0.354
C -1.29125 0.87484 2.98142 0.006 -0.224 -0.781
C -2.12638 0.40979 1.96005 -0.546 -0.200 0.584
C -3.37567 -0.15277 2.26424 0.110 0.049 -0.049
C -3.80818 -0.26266 3.58995 0.178 0.095 -0.213
C -2.97799 0.18391 4.62140 0.424 0.188 -0.280
C -1.72443 0.73999 4.31469 -0.394 -0.134 0.082
H 0.17761 -0.87621 4.24788 0.435 0.076 -0.038
H 1.86351 -2.19865 5.48048 0.138 0.268 -0.209
H 4.24880 -1.47638 5.51562 -0.180 0.256 -0.070
H 4.87771 0.71360 4.50451 -0.182 -0.071 -0.052
H 3.18300 2.05931 3.26838 0.048 -0.152 0.165
H -1.56924 3.16201 4.26004 0.281 0.284 -0.024
H -1.58651 5.46598 5.15761 0.220 -0.063 -0.216
H 0.18447 7.09045 4.47550 0.002 -0.308 -0.170
H 1.93128 6.38247 2.84698 -0.134 -0.139 0.090
H 1.98079 4.04658 1.98778 -0.111 0.144 0.222
H -1.78973 0.48193 0.92235 -0.131 -0.021 0.175
H -4.01635 -0.50682 1.45516 0.082 0.044 0.217
H -4.78668 -0.69398 3.81499 0.347 0.139 -0.081
H -3.29353 0.10535 5.66438 0.093 0.000 -0.362
H -1.08589 1.06517 5.14551 -0.207 -0.104 -0.405
```
Positions in Å, forces in eV/Å.

Properties
E_HOMO (alpha / beta) (eV): -12.11 / -12.11
Energy relative to the best compared isomer or geometry (same formula, charge and spin) (kcal per mole): 0.00
F_max (eV Å⁻¹): 4.56
DFT total energy (eV): -69282.45370
Net charge: +2
Multiplicity: 1
LUMO energy (alpha / beta) (Eh): -0.3641 / -0.3641

---

Entry 3:
A structure of composition C33H47AsF6N8O5S4V. Source: OMol25; level of theory: wB97M-V/def2-TZVPD.

The geometry in XYZ format:
```
105
Properties=species:S:1:pos:R:3:forces:R:3
V -1.14562 -0.38441 -0.38260 0.701 0.091 -0.181
C -2.24676 -1.56773 3.11333 -0.016 0.014 0.017
C -1.91449 -0.13124 2.85715 0.091 -0.075 -0.032
N -1.43258 0.34729 1.72550 -0.148 0.083 -0.014
C -1.09439 1.67868 1.87003 -0.046 -0.071 -0.053
C -1.38213 2.20551 3.08780 0.013 0.045 0.025
S -2.02942 1.00782 4.10235 -0.007 -0.013 0.012
C -0.44390 2.32606 0.74100 0.026 -0.006 -0.063
C -0.07876 3.62494 0.63883 -0.020 0.003 0.024
S 0.68147 3.89074 -0.86018 -0.007 0.012 0.012
C 0.48007 2.25693 -1.27948 -0.010 0.041 -0.034
N -0.12375 1.53609 -0.35667 -0.045 0.139 0.135
C 0.96787 1.76784 -2.59096 0.002 -0.018 -0.028
H -1.19754 -3.42004 3.08483 -0.007 -0.006 -0.014
H -3.13441 -1.84926 2.54839 0.001 -0.022 -0.002
H -2.45553 -1.69929 4.17452 0.000 0.009 -0.002
H -1.23331 3.21469 3.43576 0.005 0.001 -0.007
H -0.22230 4.41915 1.35296 0.000 -0.001 -0.001
H 1.37257 2.58707 -3.18268 0.009 -0.007 -0.003
H 0.15819 1.30547 -3.15546 0.000 0.002 -0.003
H 1.75029 1.02773 -2.43692 0.010 -0.018 -0.002
F -3.08548 -4.27231 -1.53714 -0.030 0.023 0.021
C -3.24753 -3.88481 -0.28518 -0.010 -0.054 -0.052
F -2.15835 -4.24713 0.42743 -0.007 0.000 -0.013
F -4.31069 -4.46168 0.23981 0.009 0.006 0.004
S -3.42414 -2.02696 -0.11859 -0.167 0.003 0.045
O -2.23393 -1.73468 -1.13889 -0.401 -0.329 0.513
O -4.72743 -1.68281 -0.64225 0.071 -0.050 -0.248
N -1.13959 -2.46929 2.74250 -0.066 -0.018 -0.026
S 0.27244 -2.04252 2.12086 -0.009 -0.036 -0.072
O 0.14099 -1.71855 0.69609 0.064 0.158 0.003
O 1.02321 -1.11885 2.90611 -0.026 0.001 -0.007
C 1.14036 -3.69992 2.14869 0.028 -0.022 -0.012
F 2.43573 -3.42951 2.15048 -0.007 -0.009 -0.034
F 0.82070 -4.40990 1.09242 -0.030 0.004 0.022
F 0.80734 -4.34790 3.25286 0.033 0.027 0.030
C 1.95894 -0.56568 -4.72387 -0.022 -0.048 -0.004
C 1.85168 -1.45208 -3.48429 0.039 -0.016 -0.009
As 0.11571 -1.60628 -2.56813 -0.027 0.019 -0.019
C 0.37743 -3.39084 -1.80427 0.008 -0.010 -0.052
C 0.29204 -4.59616 -2.73143 0.023 0.013 0.001
C -1.11007 -1.70865 -4.09536 -0.012 -0.005 -0.031
C -0.80704 -2.72200 -5.19848 0.003 0.003 0.025
H 2.87591 -0.80768 -5.26103 0.004 -0.004 0.005
H 2.00015 0.49502 -4.49703 -0.008 0.036 0.009
H 1.13474 -0.72505 -5.41777 0.011 -0.003 0.003
H 2.59759 -1.19023 -2.73020 0.002 0.029 -0.019
H 2.06269 -2.48481 -3.76978 0.006 -0.012 0.030
H -0.32829 -3.49596 -0.98769 -0.024 0.009 -0.015
H 1.37495 -3.31788 -1.36058 -0.009 -0.009 0.018
H -0.72522 -4.75305 -3.08217 -0.012 -0.011 0.002
H 0.58744 -5.49311 -2.18550 0.015 0.002 0.000
H 0.94741 -4.51278 -3.59799 -0.010 0.001 -0.010
H -1.08216 -0.69982 -4.51955 -0.009 0.009 0.003
H -2.10884 -1.86071 -3.68581 -0.001 0.004 -0.001
H 0.23925 -2.71913 -5.50233 -0.006 -0.007 0.007
H -1.40258 -2.48103 -6.07919 0.007 0.014 -0.003
H -1.06685 -3.73158 -4.89959 -0.010 -0.024 -0.006
C -8.88891 -1.43373 -1.41835 -0.007 0.012 -0.002
C -8.14987 -0.52073 -2.35607 -0.009 0.010 0.012
C -7.05211 -0.96620 -3.08266 -0.005 0.007 -0.019
C -6.38909 -0.13666 -3.97625 -0.002 -0.039 -0.010
C -6.80007 1.17836 -4.12831 0.015 0.021 0.038
N -6.13542 2.08626 -5.00633 -0.054 0.002 -0.017
C -4.82381 2.09063 -5.36981 0.031 -0.004 -0.037
O -4.40644 2.53101 -6.41249 -0.011 -0.005 0.025
N -3.89430 1.52551 -4.45804 0.017 0.022 0.042
C -3.85298 1.58987 -3.08358 -0.135 0.067 0.098
C -4.75479 2.30235 -2.28223 0.085 -0.029 0.032
C -4.61582 2.24346 -0.90854 -0.008 -0.016 -0.065
C -3.58356 1.51944 -0.33977 -0.061 0.041 0.025
N -2.69180 0.87009 -1.09812 -0.172 0.104 0.131
C -2.84139 0.90097 -2.42443 0.168 -0.070 -0.154
C -7.89976 1.64142 -3.41280 0.018 0.019 -0.003
C -8.57000 0.79522 -2.54737 0.016 -0.026 0.003
H -8.36130 -2.37693 -1.28687 0.004 0.000 0.002
H -9.88481 -1.65673 -1.80396 0.001 -0.007 0.002
H -9.01726 -0.97171 -0.43886 -0.003 -0.001 0.001
H -6.71963 -1.99034 -2.96695 0.000 0.004 0.000
H -5.56625 -0.52220 -4.56412 -0.004 0.002 0.002
H -6.71298 2.57442 -5.67716 0.011 -0.007 -0.012
H -3.02090 1.35366 -4.93256 0.006 0.020 -0.003
H -5.53960 2.88935 -2.73195 -0.030 0.011 0.014
H -5.31434 2.76187 -0.26720 -0.007 0.010 -0.010
H -3.48354 1.45211 0.73451 0.034 -0.019 -0.035
H -2.13195 0.32079 -2.99834 -0.003 -0.005 -0.023
H -8.23311 2.66453 -3.54396 0.003 -0.002 -0.002
H -9.43546 1.16379 -2.01006 -0.002 0.000 0.000
N 7.26830 -0.54930 3.38243 0.006 -0.005 0.000
C 6.34123 0.56126 3.80549 -0.013 0.018 -0.009
C 5.42279 0.91199 2.63824 0.003 0.009 -0.018
N 4.69097 -0.22226 2.09858 0.133 0.026 0.097
C 5.58043 -1.31747 1.75278 -0.010 0.005 0.005
C 6.50617 -1.75120 2.88613 -0.007 -0.005 -0.008
H 7.87655 -0.81465 4.15918 0.002 0.000 -0.001
H 7.88454 -0.20959 2.63929 0.002 0.000 0.001
H 6.95314 1.40570 4.11822 0.002 -0.003 0.001
H 5.78394 0.18536 4.66302 0.002 -0.002 0.002
H 6.02040 1.35248 1.83297 -0.004 0.003 -0.001
H 4.72762 1.68228 2.96806 0.000 -0.003 0.006
H 3.94175 -0.51115 2.71670 0.012 -0.053 -0.008
H 6.18856 -1.00797 0.89599 -0.007 -0.006 -0.008
H 5.00290 -2.18197 1.42902 0.004 -0.009 0.012
H 7.23151 -2.49712 2.56548 0.003 0.001 0.001
H 5.95079 -2.13573 3.74112 0.001 0.001 0.003
```
Positions in Å, forces in eV/Å.

Properties
E_HOMO (alpha / beta) (eV): -13.59 / -13.59
<S²>: 2.0193
F_max (eV Å⁻¹): 0.73
DFT total energy (eV): -203293.32070
Net charge: +3
Multiplicity: 3
LUMO energy (alpha / beta) (Eh): -0.3050 / -0.2768